No. 1
{"formula": "C49H93Br2FIN2O16S", "method": "ωB97M-V with the def2-TZVPD basis set", "homo_lumo_gap_ev": 6.65, "charge": 1, "homo_ha": -0.3730, "max_force_ev_per_a": 3.11, "symbols": ["C", "C", "C", "C", "O", "N", "S", "C", "O", "C", "O", "C", "C", "C", "C", "C", "C", "C", "C", "N", "C", "C", "C", "C", "Br", "C", "C", "Br", "C", "C", "C", "O", "O", "C", "C", "O", "I", "C", "C", "C", "C", "F", "H", "H", "H", "H", "H", "H", "H", "H", "H", "H", "H", "H", "H", "H", "H", "H", "H", "H", "H", "H", "H", "H", "H", "H", "H", "H", "H", "H", "H", "H", "H", "H", "H", "H", "H", "H", "H", "H", "H", "H", "H", "H", "H", "C", "O", "C", "C", "O", "C", "H", "H", "H", "H", "H", "H", "H", "H", "H", "H", "C", "O", "C", "C", "O", "C", "H", "H", "H", "H", "H", "H", "H", "H", "H", "H", "C", "O", "C", "C", "O", "C", "H", "H", "H", "H", "H", "H", "H", "H", "H", "H", "C", "O", "C", "C", "O", "C", "H", "H", "H", "H", "H", "H", "H", "H", "H", "H", "C", "O", "C", "C", "O", "C", "H", "H", "H", "H", "H", "H", "H", "H", "H", "H"], "xyz": [[9.048775, -1.682981, 1.948615], [8.228116, -2.995640, 1.865205], [6.855739, -2.849693, 1.189946], [5.954236, -1.804015, 1.913643], [4.547701, -1.929900, 1.755794], [3.866037, -1.176410, 0.787302], [4.239557, -2.075301, -0.763506], [4.301071, 0.243496, 0.554691], [5.295531, 0.212647, -0.488046], [6.424759, 0.999630, -0.233339], [7.484701, 0.431621, -0.148230], [6.436950, 2.505538, -0.175663], [6.454169, 3.182964, -1.388290], [6.512374, 4.552972, -1.438565], [6.565878, 5.287295, -0.261831], [6.532841, 4.637884, 0.957108], [6.476931, 3.258977, 0.975076], [3.182526, 1.246878, 0.084354], [2.884139, 1.144231, -1.423578], [3.360905, 2.357118, -2.147636], [1.980512, 1.448469, 1.114106], [0.637053, 1.657699, 0.363238], [0.425012, 2.841366, -0.594901], [2.289688, 2.739146, 1.966005], [2.844294, 4.331568, 0.854928], [1.391476, 3.360476, 3.059149], [1.717931, 2.987044, 4.560246], [-0.570545, 3.376258, 2.916431], [1.940352, 0.088512, 1.968467], [2.639033, 0.087151, 3.362701], [4.079800, 0.390957, 3.737017], [4.747066, -0.456135, 4.280541], [4.733571, 1.646261, 3.754611], [0.442472, -0.203237, 2.376984], [0.137841, -1.242358, 3.458689], [0.042362, -0.892848, 4.599803], [-0.221733, -3.354164, 3.145411], [2.391613, -1.208338, 1.158541], [1.424766, -1.949000, 0.217718], [1.058197, -1.582107, -1.227772], [0.525538, -2.905922, -1.881390], [-0.539755, -2.653530, -2.720148], [9.686954, -1.737787, 2.841860], [9.727287, -1.534643, 1.100849], [8.451502, -0.769757, 2.055132], [8.829235, -3.706389, 1.285371], [8.079039, -3.361091, 2.891688], [6.330283, -3.795520, 1.004518], [7.043912, -2.418537, 0.188805], [6.434547, -0.829408, 1.777119], [6.146919, -2.030914, 2.975524], [4.080133, -3.369791, -0.383220], [4.896946, 0.668390, 1.372195], [6.448228, 2.640124, -2.335353], [6.550024, 5.093030, -2.381328], [6.639527, 6.374166, -0.236892], [6.575189, 5.200784, 1.886190], [6.494459, 2.780167, 1.958391], [3.842536, 2.132413, 0.111073], [1.852231, 1.009507, -1.750117], [3.398579, 0.321594, -1.945409], [4.275487, 2.170733, -2.534702], [2.704995, 2.604373, -2.876669], [0.504903, 0.740101, -0.237693], [-0.266969, 1.654105, 0.972488], [1.277634, 3.169233, -1.193693], [-0.412199, 2.643457, -1.281241], [0.106848, 3.717023, -0.010349], [3.263971, 2.561947, 2.433257], [1.594362, 4.431403, 3.096778], [0.876801, 2.368233, 4.910981], [1.724954, 3.872756, 5.198746], [2.623117, 2.390230, 4.666583], [1.971233, 0.608993, 4.066004], [2.542666, -0.932543, 3.767051], [4.984687, 1.940127, 2.868553], [0.087595, 0.753841, 2.786922], [-0.213127, -0.411149, 1.525974], [2.395013, -1.940897, 1.985597], [1.805618, -2.985396, 0.159819], [0.466594, -2.157259, 0.709192], [1.857637, -1.285614, -1.905125], [0.191237, -0.919210, -1.363365], [0.242375, -3.652055, -1.123874], [1.334233, -3.362863, -2.472238], [-5.634054, -3.099566, 6.677892], [-4.405572, -3.282952, 5.991735], [-3.492256, -2.216646, 6.199400], [-2.430125, -2.588169, 7.216842], [-2.990071, -2.755575, 8.509580], [-3.170769, -4.117681, 8.861835], [-6.172367, -4.045880, 6.662967], [-5.477998, -2.800674, 7.716588], [-6.239502, -2.343001, 6.167692], [-4.018612, -1.306396, 6.502512], [-3.007077, -2.020440, 5.237563], [-1.707343, -1.768417, 7.284456], [-1.889382, -3.488122, 6.906764], [-2.205949, -4.573137, 9.108532], [-3.647345, -4.684389, 8.058785], [-3.809965, -4.154470, 9.742534], [-4.598449, 0.515369, -3.733183], [-3.716986, -0.359195, -4.416427], [-3.171472, -1.365462, -3.574030], [-3.876310, -2.692661, -3.766294], [-5.223373, -2.634580, -3.323206], [-6.150377, -2.493343, -4.389877], [-5.144688, 1.092798, -4.477288], [-5.316283, -0.030937, -3.117335], [-4.027416, 1.206498, -3.101831], [-3.209388, -1.056314, -2.523584], [-2.123311, -1.481556, -3.853074], [-3.371320, -3.448784, -3.156340], [-3.822898, -3.011718, -4.811548], [-6.256096, -3.447557, -4.917857], [-5.844710, -1.715805, -5.093020], [-7.114676, -2.219832, -3.967860], [8.253516, 9.917419, -0.659233], [8.247186, 8.785908, 0.198617], [9.490379, 8.595622, 0.864124], [9.436239, 9.085753, 2.297025], [9.281935, 10.494579, 2.359826], [7.951358, 10.894234, 2.643085], [7.223652, 10.133232, -0.940589], [8.674619, 10.796262, -0.167342], [8.826598, 9.697380, -1.565878], [10.301382, 9.085879, 0.318338], [9.689986, 7.519090, 0.868845], [10.386329, 8.846020, 2.784358], [8.637015, 8.581814, 2.850108], [7.723449, 10.719683, 3.699780], [7.227020, 10.363289, 2.020704], [7.871014, 11.960890, 2.439932], [-9.849831, -1.804179, -3.641692], [-9.713382, -1.026898, -4.819268], [-10.564637, -1.466821, -5.870028], [-11.789238, -0.584310, -6.000526], [-12.637317, -0.698383, -4.866860], [-12.500589, 0.385821, -3.964405], [-9.357304, -1.276140, -2.825208], [-10.897244, -1.960342, -3.374709], [-9.359024, -2.773885, -3.780283], [-10.854846, -2.511553, -5.722765], [-9.987103, -1.404974, -6.797596], [-12.368513, -0.916067, -6.867726], [-11.500443, 0.457981, -6.166749], [-12.991010, 1.276936, -4.370092], [-11.451824, 0.609817, -3.755416], [-12.991811, 0.110404, -3.032123], [-6.559353, -7.357138, -4.136259], [-7.569345, -8.294261, -4.466138], [-8.832836, -7.956539, -3.909188], [-9.746113, -7.328417, -4.943084], [-9.259770, -6.062104, -5.368309], [-8.610191, -6.126487, -6.628098], [-5.698703, -7.543793, -4.777575], [-6.894666, -6.328205, -4.288608], [-6.254438, -7.489477, -3.092316], [-8.711679, -7.294117, -3.046591], [-9.288882, -8.887035, -3.558259], [-10.726154, -7.158703, -4.486720], [-9.883797, -7.997481, -5.797449], [-9.355517, -6.228598, -7.423646], [-7.903706, -6.958035, -6.678743], [-8.062950, -5.195958, -6.777011]], "forces_ev_per_angstrom": [[0.252, -0.062, 0.396], [-0.215, 0.457, 0.154], [-0.263, 1.203, -1.586], [2.694, -1.275, 0.897], [-0.669, 0.515, 1.270], [0.271, -1.211, -1.740], [0.320, -0.144, -1.150], [0.731, 1.676, -1.602], [-0.345, 0.717, 0.577], [2.545, -0.434, 0.280], [-1.139, 0.063, -0.118], [-1.117, -0.089, -0.765], [-0.093, -0.513, -0.913], [0.214, 0.890, 0.047], [-0.053, 0.559, 0.410], [0.142, 0.128, -0.146], [-0.088, -0.676, 1.517], [0.579, -0.021, 0.571], [0.352, 0.074, -1.956], [-0.253, -0.259, 0.738], [-0.183, 0.563, -0.361], [-0.359, -1.201, -1.508], [-0.206, 0.766, 0.218], [0.695, 0.135, 0.048], [-0.106, -0.482, 0.045], [0.435, 0.652, 1.818], [-1.092, -1.051, -0.583], [0.202, -0.022, -0.288], [-0.738, -0.292, -0.288], [-0.395, -0.188, 0.459], [2.481, -0.394, 1.320], [-1.125, 0.069, -0.519], [-1.183, -0.348, -0.749], [-0.356, 0.198, -0.472], [0.163, 0.804, 1.529], [0.020, -0.261, -0.721], [0.083, 0.245, -0.310], [-1.037, -0.365, 2.088], [0.159, -0.411, -1.225], [-1.033, -1.147, -1.087], [0.884, -0.046, 0.370], [0.157, -0.057, 0.160], [-0.110, 0.076, -0.257], [-0.352, -0.086, 0.011], [0.067, -0.247, -0.041], [-0.291, -0.116, 0.362], [0.119, -0.197, -0.301], [0.151, 0.086, 0.474], [-0.016, -0.374, 0.149], [-0.909, 0.148, -0.245], [-0.820, 0.311, -0.109], [-0.329, 0.599, 0.686], [-1.009, -0.769, 0.708], [0.003, -0.023, 0.287], [-0.037, -0.297, 0.057], [-0.006, -0.199, -0.357], [-0.023, -0.152, -0.167], [0.120, -0.066, -0.237], [-0.632, 0.040, 0.032], [-0.009, -0.006, 0.827], [-0.124, -0.210, 0.863], [-0.136, 0.218, -0.219], [0.251, -0.002, -0.130], [0.105, 0.290, 0.164], [0.598, 0.073, 0.406], [-0.060, -0.255, 0.215], [0.231, -0.251, 0.239], [0.174, -0.167, -0.211], [-0.579, 0.138, 0.214], [-0.043, -0.288, -0.695], [0.421, 0.053, 0.192], [0.191, -0.074, -0.270], [0.090, 0.578, 0.058], [0.474, 0.346, -0.349], [0.256, 0.177, -0.384], [-0.148, 0.209, 0.103], [-0.045, -0.457, 0.216], [0.394, -0.005, 0.032], [0.293, 0.212, -0.281], [0.209, 0.422, 0.119], [0.431, 0.500, 0.294], [0.017, 0.422, 0.562], [0.459, 0.203, 0.445], [-0.341, 0.291, -0.172], [-0.283, 0.070, -0.012], [-0.045, -0.012, -0.090], [-0.041, 0.082, 0.171], [0.129, -0.352, -0.213], [-0.071, 0.419, 0.219], [-0.058, -0.194, -0.129], [0.037, 0.046, 0.080], [0.045, -0.011, -0.068], [0.021, 0.016, -0.010], [-0.040, 0.022, 0.077], [0.027, -0.017, 0.079], [0.054, 0.056, -0.011], [0.027, -0.016, -0.058], [-0.070, -0.025, -0.056], [-0.024, -0.083, -0.025], [0.019, 0.008, -0.015], [0.036, 0.069, 0.013], [0.046, 0.031, -0.067], [-0.138, 0.009, 0.208], [0.098, 0.038, -0.480], [-0.098, -0.069, 0.461], [0.024, 0.128, -0.178], [-0.039, -0.097, 0.049], [0.059, -0.013, -0.035], [0.014, -0.010, 0.006], [-0.068, 0.013, 0.063], [-0.077, -0.037, 0.012], [-0.005, 0.000, -0.003], [0.057, -0.002, -0.044], [0.011, 0.080, -0.023], [-0.029, 0.047, -0.095], [0.023, -0.020, -0.008], [0.038, -0.021, 0.055], [-0.048, -0.061, -0.085], [0.052, 0.133, 0.001], [-0.274, -0.301, 0.104], [0.357, 0.253, -0.042], [-0.223, -0.103, -0.091], [0.072, 0.058, 0.066], [-0.009, -0.070, 0.020], [0.015, -0.021, 0.016], [0.028, 0.087, -0.004], [-0.016, 0.053, 0.041], [0.057, 0.001, 0.006], [-0.016, -0.059, 0.002], [-0.036, -0.011, -0.057], [-0.089, -0.011, -0.014], [0.007, -0.020, 0.005], [0.074, -0.004, 0.023], [0.108, -0.055, -0.032], [-0.137, -0.050, 0.123], [0.225, 0.279, -0.107], [-0.257, -0.321, 0.000], [0.197, 0.117, 0.082], [-0.102, -0.028, -0.022], [0.041, 0.052, -0.069], [-0.005, -0.009, -0.033], [-0.116, -0.077, 0.093], [-0.046, 0.023, 0.034], [-0.027, -0.025, -0.026], [0.037, 0.022, -0.033], [0.060, -0.012, 0.035], [0.059, 0.062, 0.045], [0.005, 0.007, -0.025], [-0.046, -0.039, -0.050], [0.021, -0.099, 0.046], [0.018, 0.252, 0.009], [-0.006, -0.347, -0.230], [-0.105, 0.311, 0.301], [0.195, -0.138, -0.121], [-0.092, 0.094, 0.017], [-0.039, -0.085, -0.011], [-0.015, 0.000, 0.016], [0.034, 0.107, 0.010], [-0.015, 0.054, -0.046], [-0.028, 0.017, 0.025], [-0.011, -0.046, -0.006], [0.066, -0.031, 0.018], [0.083, -0.046, -0.081], [-0.028, -0.021, 0.007], [-0.073, 0.041, 0.055]]}

No. 2
{"formula": "C4BN3O17Tl", "method": "ωB97M-V with the def2-TZVPD basis set", "homo_lumo_gap_ev": 2.10, "charge": -1, "homo_ha": -0.2516, "relative_energy_ev": 0.000, "max_force_ev_per_a": 5.09, "symbols": ["Tl", "N", "O", "O", "O", "N", "O", "O", "O", "N", "O", "O", "O", "O", "C", "O", "B", "O", "C", "O", "O", "C", "O", "C", "O", "O"], "xyz": [[-2.419928, -0.425185, 0.498239], [0.192271, -0.019506, -2.652449], [-0.279619, -0.463215, -1.582355], [-0.061709, -0.586780, -3.675944], [0.729261, 1.098833, -2.730762], [-2.813097, 1.028403, -3.291492], [-2.873866, 0.256932, -4.286624], [-3.022880, 0.530461, -2.202902], [-2.513140, 2.214230, -3.415740], [-3.908025, -2.648652, 2.730413], [-2.758616, -2.402929, 2.842819], [-4.467573, -3.117895, 3.667753], [-4.418213, -2.314884, 1.574284], [2.330287, 3.093213, -1.195377], [2.616762, 2.397551, -0.216361], [2.587632, 1.025209, -0.361535], [2.370779, 0.513257, 0.985815], [2.801717, 1.616916, 1.905345], [2.974637, 2.770577, 1.239781], [3.215715, 3.865022, 1.611983], [0.893082, 0.110906, 1.216889], [0.905097, -1.227480, 1.464691], [-0.163959, -1.853576, 1.617597], [2.315489, -1.784368, 1.363037], [3.163051, -0.768949, 1.298996], [2.604843, -2.908090, 1.593900]], "forces_ev_per_angstrom": [[0.215, -0.553, 0.601], [-1.108, 2.241, 1.282], [0.952, 0.331, -0.520], [-0.002, -1.358, -1.500], [-0.107, -1.179, 0.675], [0.513, -0.157, -1.960], [0.160, 1.062, 0.758], [-0.244, -0.209, 1.215], [-0.255, -0.740, -0.042], [-1.338, 1.001, -2.379], [4.925, 1.265, -0.172], [-2.946, -1.226, 0.932], [-0.567, -0.650, 1.322], [1.062, -0.928, 3.054], [-0.885, -0.170, -4.492], [-0.219, 1.307, 1.422], [0.520, -0.538, 0.622], [0.057, 0.408, 0.102], [-1.305, -1.860, -0.962], [0.466, 0.479, 0.774], [1.892, -1.563, 0.414], [-4.158, 0.686, -1.140], [2.881, 1.343, -0.313], [0.515, 1.000, 1.801], [-1.171, 1.353, -1.076], [0.146, -1.346, -0.419]]}

No. 3
{"formula": "C4Br3O2", "method": "ωB97M-V with the def2-TZVPD basis set", "homo_lumo_gap_ev": [5.05, 6.97], "spin_multiplicity": 3, "charge": -1, "homo_ha": [-0.0698, -0.1979], "max_force_ev_per_a": 3.84, "s2": 2.02, "symbols": ["C", "C", "C", "C", "O", "O", "Br", "Br", "Br"], "xyz": [[1.676033, -1.057872, 0.994767], [0.602249, -0.251525, 0.555965], [-1.497010, 0.671731, -0.374355], [-0.235948, 0.731702, 0.285714], [0.365526, -1.540983, 0.596959], [-1.774278, 1.573481, -1.115101], [2.920883, -1.677416, -0.609576], [-2.542325, -1.002051, -0.367495], [0.484871, 2.552933, 0.033124]], "forces_ev_per_angstrom": [[-2.603, 1.926, -1.486], [2.654, 0.252, 2.758], [1.895, 0.472, -0.871], [-1.057, 2.636, -0.660], [-0.178, -3.797, 0.429], [-2.388, -0.031, -0.451], [1.333, -0.680, -0.565], [-0.048, 0.146, 0.230], [0.393, -0.923, 0.617]]}